1.
Density functional theory data (ωB97M-V with the def2-TZVPD basis set) for a molecular structure, C21H31Br3NO13Tl.

The geometry in ORCA input format:
```
! wB97M-V def2-TZVPD RIJCOSX def2/J DEFGRID3
* xyz 2 1
Tl 4.99518 -1.08769 -0.68706
N 1.16135 0.36163 -0.07731
O 0.30622 0.04296 0.69806
O 1.01132 1.36135 -0.73427
O 2.22978 -0.30953 -0.19134
O 4.13722 -1.04400 2.21151
C 3.48428 -1.29532 3.20126
O 3.40870 -2.50911 3.70101
C 2.55634 -2.49630 4.87311
C 1.71602 -1.28145 4.83699
C 2.49309 -0.37146 3.92174
H 3.10284 -2.54119 5.81514
H 1.91473 -3.37714 4.84911
H 1.57546 -0.78900 5.79919
H 0.72468 -1.54415 4.46772
H 2.92477 0.44494 4.50075
H 1.89522 -0.05920 3.06550
O -2.89383 2.26254 5.92230
C -2.50148 1.59909 4.92536
O -2.96596 2.01040 3.73518
C -2.42676 1.18507 2.69522
C -1.24617 0.34444 3.37817
C -1.71627 0.37526 4.82864
H -2.00009 1.75119 1.86724
H -3.19445 0.51582 2.30678
H -0.41161 1.04137 3.45495
H -1.18798 -0.64745 2.92995
H -0.99053 0.39440 5.64168
H -2.38839 -0.45881 5.03031
O 3.72377 0.51427 -3.06699
C 2.98410 1.10486 -3.89177
O 2.64581 0.60655 -5.07585
C 1.94194 1.56299 -5.89472
C 2.07970 2.89167 -5.18398
C 2.29208 2.43956 -3.79839
H 0.89551 1.26036 -5.93337
H 2.38011 1.50319 -6.89099
H 1.18922 3.51801 -5.23708
H 2.87106 3.51128 -5.60582
H 1.38034 2.44892 -3.20110
H 3.06991 3.05801 -3.35051
O -1.64065 0.06899 -5.20519
C -1.22501 -0.67711 -4.30992
O -1.85595 -1.88094 -4.27749
C -1.27669 -2.77227 -3.34999
C -0.42285 -1.83805 -2.52492
C -0.23066 -0.51986 -3.31688
H -0.57840 -3.46212 -3.82389
H -1.97068 -3.43543 -2.83357
H 0.54523 -2.30196 -2.33595
H -0.94591 -1.64321 -1.58867
H 0.77034 -0.60029 -3.74071
H -0.34828 0.39788 -2.74067
O -4.21112 -4.12262 -1.36614
C -3.89512 -3.16099 -0.68921
O -2.68795 -3.04549 -0.05159
C -2.73854 -1.96369 0.89811
C -4.09910 -1.25332 0.62952
C -4.69970 -1.95555 -0.51473
H -1.90414 -1.26542 0.96360
H -2.79816 -2.34038 1.91922
H -3.89681 -0.19307 0.47777
H -4.78781 -1.25713 1.47436
H -4.68615 -1.24493 -1.34112
H -5.74525 -2.20194 -0.32969
C 2.37324 4.70295 -0.24897
Br 3.96264 4.70065 -1.53734
Br 0.59641 5.12476 -1.20542
Br 2.90833 6.15599 0.99272
H 2.32152 3.68620 0.14042
*
```

Calculated total energy: -9745.2043 hartree
Maximum force: 0.125 hartree/bohr
HOMO-LUMO gap: 1.767 eV

=====

2.
Density functional theory data (ωB97M-V with the def2-TZVPD basis set) for C19H24N2O4S in the gas phase.

The geometry in ORCA input format:
```
! wB97M-V def2-TZVPD RIJCOSX def2/J DEFGRID3
* xyz 0 1
O 2.77692 0.64758 2.35159
S 2.20322 -0.28551 1.43571
O 1.42709 -1.36113 1.99564
C 3.48952 -1.01245 0.41982
C 4.20601 -0.20326 -0.44094
C 5.21317 -0.76129 -1.21082
C 5.48969 -2.11643 -1.11119
C 4.76257 -2.91854 -0.24633
C 3.75451 -2.36374 0.52615
N 1.26602 0.50908 0.30061
C 0.52632 -0.38317 -0.56704
C -0.82914 -0.86617 0.01207
O -0.71224 -2.15516 0.55456
C -1.92802 -0.92468 -1.07574
N -3.29404 -0.85243 -0.61688
C -3.68262 -1.90966 0.30100
C -5.20119 -1.86447 0.47006
O -5.62739 -0.61163 0.95751
C -5.21974 0.41969 0.09254
C -3.69917 0.43488 -0.08398
C 1.08821 1.89598 0.21946
C 2.10608 2.76686 0.60344
C 1.93213 4.13473 0.49870
C 0.75674 4.66303 -0.00661
C -0.25415 3.80306 -0.39652
C -0.09691 2.43376 -0.28283
H 3.97077 0.84760 -0.50444
H 5.78116 -0.14039 -1.88669
H 6.27607 -2.54852 -1.71163
H 4.97908 -3.97315 -0.17214
H 3.16697 -2.95766 1.20820
H 1.15346 -1.26525 -0.73184
H 0.38962 0.11581 -1.52972
H -1.12745 -0.15313 0.79728
H -0.02904 -2.12059 1.24762
H -1.78720 -0.11032 -1.79201
H -1.80704 -1.87602 -1.60091
H -3.37904 -2.86830 -0.11990
H -3.20525 -1.79510 1.28583
H -5.53286 -2.60430 1.20012
H -5.67927 -2.06478 -0.50084
H -5.56717 1.35233 0.54103
H -5.69098 0.28754 -0.89355
H -3.42528 1.21935 -0.79375
H -3.23438 0.65628 0.89211
H 3.02035 2.37519 1.01499
H 2.73090 4.79193 0.80851
H 0.62866 5.73115 -0.09218
H -1.18117 4.19643 -0.78727
H -0.90451 1.78499 -0.57879
*
```

SMILES: O=S(=O)(c1ccccc1)N(C[C@H](O)CN1CCOCC1)c1ccccc1
Calculated total energy: -1547.0266 hartree
Maximum force: 0.024 hartree/bohr
HOMO-LUMO gap: 8.749 eV
Energy above the lowest of the compared OMol25 structures with the same formula, charge and spin: 270.9 kJ/mol

=====

3.
Density functional theory data (ωB97M-V with the def2-TZVPD basis set) for a molecular structure, C12H28BCs2O6S3.

The geometry in ORCA input format:
```
! wB97M-V def2-TZVPD RIJCOSX def2/J DEFGRID3
* xyz 0 2
Cs -0.41100 0.36361 4.20136
Cs 0.82255 4.45991 2.52987
B 0.48791 1.67470 1.44598
H 1.02830 1.67017 2.37990
H 0.38864 0.63419 1.17818
H -0.48269 2.08954 1.66977
H 0.91394 2.22146 0.61906
C 0.18688 2.08687 -3.52294
C 0.69062 3.47059 -3.00489
C -0.41250 4.51172 -2.62372
S -1.90488 3.41437 -2.77914
O -2.56529 3.72505 -4.08994
O -2.68159 3.63242 -1.53736
C -1.06243 1.78375 -2.74273
H 0.94279 1.30394 -3.46188
H -0.10927 2.12864 -4.57110
H 1.43588 3.97115 -3.62305
H 1.16106 3.13085 -2.08220
H -0.58958 5.52698 -2.97866
H -0.34132 4.62801 -1.54228
H -1.71049 1.08162 -3.26727
H -0.94721 1.57185 -1.67975
C 3.90262 -3.19418 1.93479
C 3.83041 -1.69159 1.84737
C 2.51676 -1.27996 1.11205
S 2.28425 -2.62631 -0.20101
O 2.93897 -2.18329 -1.39426
O 0.94129 -3.16248 -0.17419
C 3.41955 -3.80306 0.62963
H 3.45515 -3.58071 2.85047
H 4.96339 -3.41238 2.05834
H 4.64502 -1.38549 1.19102
H 3.90067 -1.28440 2.85601
H 2.55248 -0.32880 0.58090
H 1.61556 -1.37785 1.71732
H 4.16605 -3.93281 -0.15395
H 2.78387 -4.68803 0.65870
C -3.15102 -0.28353 0.29133
C -4.16099 -1.14511 1.03602
C -3.32860 -1.84639 2.10869
S -1.83241 -2.53289 1.19875
O -2.17641 -3.77307 0.46018
O -0.68962 -2.44124 2.08135
C -1.92556 -1.14381 -0.02122
H -2.85592 0.58842 0.87506
H -3.61536 0.04983 -0.63676
H -4.49734 -1.91050 0.33663
H -4.94796 -0.53220 1.47547
H -3.82744 -2.63803 2.66777
H -2.92288 -1.17398 2.86456
H -1.86286 -1.68323 -0.96632
H -0.96183 -0.68426 0.19820
*
```

Calculated total energy: -2184.9369 hartree
Maximum force: 0.086 hartree/bohr
HOMO-LUMO gap (spin up / spin down): 2.873 / 9.641 eV

=====

4.
Density functional theory data (ωB97M-V with the def2-TZVPD basis set) for 5 unconnected molecules or ions with the total composition C38H83N4O2.

The geometry in ORCA input format:
```
! wB97M-V def2-TZVPD RIJCOSX def2/J DEFGRID3
* xyz 3 1
C -1.24913 0.17544 -6.35998
C 0.05153 0.85114 -5.83932
C 1.22949 -0.09115 -5.80297
N 2.57978 0.63540 -6.15375
C 3.63375 -0.45491 -5.74235
C 5.08058 0.07149 -5.75910
C 5.23127 1.32815 -4.85624
C 4.19000 2.36466 -5.31298
C 2.77163 1.93199 -5.32610
C 2.65897 0.80056 -7.68353
H -1.42878 -0.84603 -6.02469
H -1.34751 0.07866 -7.44119
H -2.06293 0.86199 -6.12657
H -0.21559 1.25467 -4.86263
H 0.17481 1.77308 -6.40759
H 1.21675 -0.89630 -6.53763
H 1.29523 -0.68246 -4.88966
H 3.30220 -0.73555 -4.74264
H 3.70255 -1.28679 -6.44333
H 5.69051 -0.76445 -5.41661
H 5.60610 0.22596 -6.70147
H 4.95501 1.03608 -3.84309
H 6.25055 1.71025 -4.91237
H 4.14668 3.22384 -4.64365
H 4.50395 2.84919 -6.23753
H 2.38146 1.60433 -4.36250
H 2.10765 2.67602 -5.76615
H 2.57949 -0.21396 -8.07411
H 3.50950 1.40354 -8.00151
H 1.76349 1.29825 -8.05569
C 7.16489 -6.60980 3.61357
C 6.94747 -5.46995 2.57181
C 6.98427 -5.97404 1.17215
N 6.12508 -5.11747 0.21480
C 6.55194 -5.55331 -1.21104
C 6.13532 -7.00654 -1.63420
C 4.71879 -7.41357 -1.24607
C 4.44502 -6.88837 0.14145
C 4.65658 -5.44324 0.30448
C 6.40377 -3.58428 0.38688
H 6.82746 -6.26073 4.58948
H 8.23449 -6.80533 3.53734
H 6.58154 -7.50861 3.41374
H 7.68132 -4.72664 2.88334
H 5.94681 -5.13204 2.84125
H 6.80185 -7.02273 0.93744
H 7.99054 -5.70128 0.85416
H 7.63610 -5.50058 -1.31061
H 5.96466 -4.92723 -1.88278
H 6.81846 -7.64457 -1.07355
H 6.35483 -7.09797 -2.69795
H 4.59681 -8.48892 -1.11631
H 3.91593 -7.04173 -1.88268
H 4.70330 -7.40310 1.06689
H 3.35542 -6.85901 0.14009
H 4.23909 -5.00398 1.21048
H 4.14549 -4.81293 -0.42326
H 5.65646 -3.07153 -0.21868
H 7.38791 -3.30810 0.00833
H 6.24761 -3.25150 1.41303
C -0.22367 6.02791 2.94409
C -1.75246 6.01785 3.00654
C -2.34513 7.26618 2.28126
N -3.52135 6.91589 1.23747
C -4.71465 6.22040 2.02788
C -6.06373 6.17054 1.20430
C -6.43067 7.45041 0.59053
C -5.26805 8.01729 -0.14397
C -4.04506 8.24017 0.66591
C -2.96050 6.07716 0.13707
H 0.22582 5.08921 3.26798
H 0.09266 6.82409 3.61798
H 0.18256 6.31133 1.97314
H -2.19492 6.03435 4.00256
H -2.15547 5.19411 2.41736
H -1.59924 7.62093 1.56999
H -2.64735 8.07870 2.94199
H -4.92923 6.85488 2.88781
H -4.33396 5.22871 2.27228
H -6.82637 5.76648 1.87004
H -5.91786 5.39323 0.45423
H -6.82267 8.12223 1.35414
H -7.30812 7.36175 -0.05002
H -5.71970 8.94327 -0.49988
H -5.14162 7.43368 -1.05584
H -4.38234 8.86849 1.49025
H -3.29442 8.71933 0.03737
H -3.70162 5.89457 -0.64107
H -2.52995 5.12093 0.43431
H -2.05884 6.63046 -0.12555
C -3.14050 0.18957 6.17230
C -4.18797 -0.76318 5.53534
C -4.65810 -0.38871 4.16268
N -5.51158 -1.47924 3.46016
C -4.62847 -2.67973 3.19851
C -5.13536 -3.70798 2.14966
C -5.64792 -2.98523 0.79707
C -6.63265 -1.91289 1.05904
C -6.11034 -0.81799 2.09078
C -6.70759 -1.86960 4.42205
H -2.90215 0.09357 7.23158
H -3.50846 1.21453 6.12577
H -2.16675 0.06416 5.69882
H -5.04725 -0.65842 6.19774
H -3.68507 -1.72781 5.60382
H -3.81268 -0.26485 3.48590
H -5.20984 0.54890 4.23015
H -3.74546 -2.16268 2.82296
H -4.36542 -3.25430 4.08665
H -4.39319 -4.47395 1.92475
H -5.93786 -4.25083 2.64905
H -4.77744 -2.61629 0.25462
H -6.14265 -3.73291 0.17713
H -6.86049 -1.48443 0.08302
H -7.61704 -2.26531 1.36706
H -5.39575 -0.13903 1.62550
H -6.89515 -0.12367 2.39095
H -6.10542 -2.53468 5.04106
H -7.39356 -2.44293 3.79848
H -7.23627 -1.10421 4.99017
C 1.39074 -0.47762 3.00880
C 1.02450 0.16783 1.63149
O 1.92409 0.21743 0.77392
O -0.16011 0.40004 1.30787
H 0.49647 -0.53177 3.62965
H 2.18162 0.04396 3.54784
H 1.56055 -1.53775 2.82069
*
```

Calculated total energy: -1866.1692 hartree
Maximum force: 0.065 hartree/bohr
HOMO-LUMO gap: 5.881 eV
Energy above the lowest of the compared OMol25 structures with the same formula, charge and spin: 395.8 kJ/mol

=====

5.
Density functional theory data (ωB97M-V with the def2-TZVPD basis set) for C3H5NO in the gas phase.

The geometry in ORCA input format:
```
! wB97M-V def2-TZVPD RIJCOSX def2/J DEFGRID3
* xyz 0 1
C 0.41156 -0.97235 0.21429
O 0.08844 -0.48676 -1.01149
C -0.68957 0.68457 -0.80543
C -0.10348 1.45789 0.39137
N 0.52215 0.51031 1.01382
H 1.30517 -1.63359 0.12468
H -0.40358 -1.49798 0.74519
H 1.27590 0.28865 1.61182
H -1.72301 0.41546 -0.53583
H -0.68357 1.23380 -1.74841
*
```

Calculated total energy: -247.1862 hartree
Maximum force: 0.079 hartree/bohr
HOMO-LUMO gap: 9.561 eV
Energy above the lowest of the compared OMol25 structures with the same formula, charge and spin: 317.7 kJ/mol

=====

6.
Density functional theory data (ωB97M-V with the def2-TZVPD basis set) for 10 unconnected molecules or ions with the total composition C28H61Cl2N7O12.

The geometry in ORCA input format:
```
! wB97M-V def2-TZVPD RIJCOSX def2/J DEFGRID3
* xyz -2 1
O 12.54101 4.81822 -21.15592
C 12.26659 3.69905 -20.28129
C 13.03757 2.27654 -20.30520
O 14.24752 2.13498 -21.01900
H 11.18560 3.57070 -20.33661
H 12.29107 4.06940 -19.25643
H 12.32564 1.57971 -20.74755
H 13.13437 1.91325 -19.28209
C 7.45407 7.65818 -22.47455
C 7.53362 6.79493 -23.75787
O 6.20329 6.58960 -24.13333
C 5.27757 7.16555 -23.18314
O 4.03208 7.22266 -23.26878
O 6.03725 7.69875 -22.14858
H 7.89713 8.61393 -22.75445
H 8.04975 7.08982 -21.76024
H 7.96201 5.80127 -23.62666
H 8.17079 7.24175 -24.52107
C 10.73939 0.83610 -26.84606
C 11.08353 2.00972 -27.76835
O 12.09648 2.63299 -27.56369
N 10.25478 2.19568 -28.82386
C 10.49985 3.24391 -29.77026
H 11.50004 0.09822 -27.10108
H 9.75118 0.38612 -26.94127
H 10.83441 1.11526 -25.79671
H 9.55877 1.53873 -29.14646
H 9.54526 3.67322 -30.07445
H 11.00849 2.90293 -30.67199
H 11.03838 4.09003 -29.34343
C 13.48364 -4.42751 -18.66958
C 12.91760 -5.69226 -19.31589
O 13.60100 -6.74465 -19.24763
N 11.73315 -5.63067 -19.88942
C 11.22222 -6.68227 -20.73811
H 13.43877 -4.55200 -17.58764
H 12.88707 -3.54083 -18.88403
H 14.51952 -4.27393 -18.97201
H 11.25074 -4.74775 -19.97794
H 10.62570 -7.35680 -20.12388
H 12.07241 -7.19741 -21.18524
H 10.61837 -6.31939 -21.56986
C 17.42606 1.03490 -16.30357
C 18.55466 0.36317 -16.96753
O 19.49661 -0.10636 -16.27365
N 18.50668 0.21830 -18.34086
C 19.48665 -0.36386 -19.19375
H 16.73687 1.49430 -17.01214
H 17.70275 1.83787 -15.62034
H 16.88381 0.30129 -15.70702
H 17.74342 0.56365 -18.90502
H 20.36607 0.28006 -19.20166
H 19.09954 -0.41486 -20.21142
H 19.80175 -1.35781 -18.87615
C 14.67593 12.59447 -21.92472
C 14.11742 11.19922 -21.86815
O 14.80893 10.31426 -22.38493
N 12.98008 10.87234 -21.29901
C 12.17042 11.59759 -20.36612
H 13.94691 13.33824 -21.60311
H 14.96697 12.88884 -22.93306
H 15.57575 12.62207 -21.31019
H 12.78173 9.88329 -21.34931
H 11.39635 10.95166 -19.95176
H 11.74809 12.44894 -20.89991
H 12.79031 12.03214 -19.58187
C 12.48293 2.34895 -12.54858
C 13.12990 2.85991 -11.27929
O 12.65035 3.86067 -10.69352
N 14.21256 2.18958 -10.83030
C 15.00473 2.65945 -9.72214
H 12.66198 1.27377 -12.55493
H 12.90077 2.84018 -13.42734
H 11.41800 2.58072 -12.53066
H 14.59724 1.34253 -11.22352
H 15.36217 1.88648 -9.04181
H 14.45620 3.42992 -9.18031
H 15.89364 3.13166 -10.14042
C 16.53288 -2.47247 -26.89852
C 16.10062 -1.42389 -25.81909
O 16.31756 -0.25329 -25.95427
N 15.60457 -1.83570 -24.62635
C 15.37908 -3.21268 -24.25579
H 15.72762 -3.18224 -27.08792
H 17.26333 -3.19146 -26.52757
H 16.99773 -2.01585 -27.77231
H 15.49095 -1.11169 -23.93137
H 16.08696 -3.96870 -24.59550
H 14.38727 -3.51190 -24.59472
H 15.36058 -3.31155 -23.17044
C 19.79949 5.75827 -18.44214
C 18.47967 6.38101 -18.85344
O 18.15312 6.44351 -20.02089
N 17.76913 6.98040 -17.88352
C 16.48853 7.55755 -17.93823
H 20.01367 5.81278 -17.37478
H 20.59926 6.14895 -19.07129
H 19.75333 4.70469 -18.71775
H 18.09568 6.77221 -16.95071
H 16.45352 8.53385 -17.45479
H 15.84319 6.94901 -17.30474
H 16.03931 7.60439 -18.93025
Cl 6.85084 6.96569 -15.43609
C 8.28140 6.86102 -16.47364
C 9.54753 7.05195 -15.66254
Cl 9.60292 8.66212 -14.89922
H 8.26610 7.64842 -17.22719
H 8.19313 5.90463 -16.98902
H 10.41913 6.98015 -16.31313
H 9.77087 6.34011 -14.86788
*
```

Calculated total energy: -3309.8635 hartree
Maximum force: 0.103 hartree/bohr
HOMO-LUMO gap: 1.864 eV
Energy above the lowest of the compared OMol25 structures with the same formula, charge and spin: 607.3 kJ/mol